Molecular formula: C29H27FeN5O2
Method: DFT, ωB97M-V/def2-TZVPD

E_LUMO (spin up / spin down), eV: -3.5 / -4.2
Highest occupied orbital energy (spin up / spin down), eV: -9.91 / -9.89
Electronic energy, Ha: -2809.14255
Largest force on an atom, eV/A: 0.37

Geometry as ORCA input:
```
! RIJCOSX wB97M-V def2-TZVPD def2/J DEFGRID3
* xyz 1 6
Fe -0.143 -0.349 -0.044
C 3.110 -1.977 0.170
C 3.124 -0.667 -0.556
C 4.200 -0.314 -1.373
C 4.194 0.904 -2.017
C 3.139 1.783 -1.791
C 2.122 1.384 -0.956
N 2.093 0.160 -0.382
C 1.042 2.297 -0.497
C 0.914 3.653 -0.763
C -0.071 4.356 -0.084
C -0.840 3.738 0.897
C -0.638 2.385 1.112
N 0.225 1.715 0.367
C -1.129 1.561 2.254
C -1.904 2.075 3.271
C -2.099 1.297 4.408
C -1.460 0.080 4.506
C -0.691 -0.380 3.433
C 0.130 -1.627 3.553
N -0.599 0.322 2.303
H 3.777 -1.911 1.034
H 2.109 -2.220 0.516
H 3.469 -2.786 -0.464
H 5.017 -1.010 -1.500
H 5.004 1.182 -2.677
H 3.125 2.758 -2.257
H 1.564 4.158 -1.462
H -0.207 5.411 -0.281
H -1.544 4.308 1.485
H -2.324 3.067 3.201
H -2.707 1.665 5.223
H -1.531 -0.516 5.405
H 1.031 -1.393 4.125
H -0.403 -2.411 4.084
H 0.434 -1.995 2.576
O -1.513 0.246 -3.743
C -1.368 0.161 -2.550
O -0.234 0.165 -1.907
C -2.572 0.095 -1.631
C -3.852 0.206 -2.139
C -4.919 0.201 -1.257
C -4.660 0.092 0.102
C -3.350 -0.026 0.526
N -2.317 -0.036 -0.322
H -3.970 0.299 -3.209
H -5.934 0.287 -1.619
H -5.458 0.091 0.831
H -3.122 -0.121 1.578
C 1.218 -2.314 -2.504
C 0.464 -2.954 -1.375
C 0.186 -4.276 -1.276
C -0.681 -4.455 -0.150
C -0.890 -3.237 0.400
C -1.844 -2.940 1.517
N -0.179 -2.264 -0.328
H 2.004 -2.991 -2.841
H 1.659 -1.356 -2.260
H 0.552 -2.132 -3.350
H 0.546 -5.032 -1.956
H -1.119 -5.376 0.202
H -1.686 -3.621 2.353
H -2.876 -3.069 1.180
H -1.759 -1.922 1.888
*
```